{
  "formula": "C13H34BNNbO6S3",
  "method": "ωB97M-V/def2-TZVPD",
  "symbols": ["C", "C", "O", "C", "C", "Nb", "S", "C", "C", "N", "C", "C", "C", "C", "S", "O", "O", "O", "C", "S", "C", "C", "B", "O", "O", "H", "H", "H", "H", "H", "H", "H", "H", "H", "H", "H", "H", "H", "H", "H", "H", "H", "H", "H", "H", "H", "H", "H", "H", "H", "H", "H", "H", "H", "H", "H", "H", "H", "H"],
  "coordinates": [[1.28590, 4.90492, 1.07818], [0.06479, 5.12474, 0.17736], [-1.02237, 4.29527, 0.52727], [-0.99263, 3.03000, -0.13556], [-1.96242, 2.05438, 0.52271], [-1.03665, -0.02045, 0.74617], [0.69138, 1.07202, 2.17648], [-2.87449, -0.92241, -0.18035], [-3.69435, -0.13610, -1.20041], [-2.90165, 0.41509, -2.30941], [-0.33303, -2.07343, 1.43174], [1.20210, -2.20361, 1.50994], [1.66460, -3.51906, 0.87529], [3.14665, -3.87416, 1.03431], [4.25023, -2.53764, 0.69738], [3.92659, -1.91030, -0.54726], [4.48153, -1.72839, 1.86128], [5.58884, -3.42567, 0.48570], [0.27451, -0.23335, -1.14869], [0.13381, -1.77776, -2.04431], [0.81513, -1.51435, -3.72018], [0.82454, -0.07411, -4.20701], [-2.29800, -0.24786, 2.74341], [-2.83698, -1.45013, 3.19862], [-2.55555, 0.85172, 3.60091], [0.95887, 4.40868, 1.99301], [2.01980, 4.24465, 0.61315], [1.77457, 5.84865, 1.32943], [-0.28512, 6.15866, 0.24389], [0.33955, 4.94481, -0.87222], [-1.27772, 3.18540, -1.19022], [0.04128, 2.65723, -0.14438], [-2.15928, 2.44725, 1.52611], [-2.92407, 2.09244, 0.00210], [-0.06611, 1.94267, 2.85766], [-2.49792, -1.85452, -0.62532], [-3.57582, -1.22013, 0.60575], [-4.25516, 0.64119, -0.65815], [-4.44872, -0.79213, -1.65608], [-3.52832, 0.86526, -2.96850], [-2.30575, 1.15810, -1.95569], [-0.71949, -2.75486, 0.65799], [-0.76886, -2.39320, 2.37788], [1.72176, -1.37812, 1.01224], [1.49624, -2.21422, 2.56419], [1.37994, -3.54190, -0.17768], [1.11565, -4.32278, 1.37958], [3.39124, -4.20494, 2.04510], [3.44094, -4.65792, 0.33410], [6.33987, -2.82931, 0.63321], [1.30946, -0.12840, -0.79027], [0.06645, 0.62130, -1.80298], [1.82057, -1.94023, -3.79638], [0.16878, -2.10581, -4.37420], [-0.19492, 0.31006, -4.29470], [1.35496, 0.57272, -3.50636], [1.32431, 0.00052, -5.17675], [-3.76109, -1.35414, 3.46268], [-3.13833, 1.49367, 3.17829]],
  "atomic_forces_ev_per_a": [[-0.042, -0.188, -0.076], [0.136, -0.008, -0.143], [-0.063, 0.072, 0.002], [-0.021, -0.240, -0.214], [-0.415, 0.177, 0.535], [1.369, 0.360, -0.973], [-0.293, -0.061, 0.081], [-0.380, 0.484, 0.232], [-0.074, -0.196, -0.012], [-0.119, 0.138, 0.043], [-0.144, 0.220, 0.429], [-0.120, -0.317, -0.109], [-0.109, -0.112, 0.225], [-0.085, -0.142, -0.040], [0.029, 0.261, 0.002], [0.055, -0.115, 0.127], [-0.013, -0.102, -0.193], [0.047, 0.118, -0.022], [0.290, -0.836, 0.112], [-0.275, 0.101, -0.138], [0.193, -0.060, -0.190], [-0.099, 0.044, 0.150], [0.050, -0.233, 0.139], [-0.182, -0.186, -0.524], [-0.811, -0.180, -0.087], [0.020, 0.152, 0.044], [-0.005, 0.028, 0.034], [0.006, -0.046, -0.013], [-0.043, -0.064, 0.093], [-0.047, 0.115, 0.031], [0.063, -0.007, 0.014], [-0.026, 0.061, 0.111], [0.089, 0.051, -0.042], [0.007, -0.037, 0.053], [-0.035, 0.030, -0.034], [0.165, 0.143, -0.068], [0.081, -0.129, -0.032], [0.008, -0.013, -0.054], [0.039, 0.034, -0.008], [0.015, -0.019, -0.035], [0.083, -0.080, 0.029], [-0.034, 0.147, -0.042], [0.010, -0.176, -0.121], [0.041, -0.012, 0.152], [0.126, 0.304, -0.078], [0.100, 0.100, 0.017], [0.014, -0.046, -0.147], [0.020, 0.101, -0.010], [-0.019, 0.002, 0.023], [-0.065, -0.088, 0.035], [-0.063, 0.139, -0.021], [-0.318, 0.008, 0.162], [-0.006, 0.078, 0.130], [0.046, -0.028, 0.035], [0.036, -0.016, -0.022], [0.070, -0.037, -0.063], [-0.076, -0.021, 0.003], [0.302, 0.155, 0.517], [0.475, 0.170, -0.050]],
  "total_charge": -1,
  "orbital_gap_ev": 6.396,
  "total_energy_ev": -62538.98455
}



{
  "formula": "C3H10O4",
  "method": "ωB97M-V/def2-TZVPD",
  "symbols": ["C", "C", "C", "O", "O", "H", "H", "H", "H", "H", "H", "O", "H", "H", "O", "H", "H"],
  "coordinates": [[-1.93416, -1.61847, 0.43503], [-0.78030, -1.25142, -0.51957], [-0.19653, 0.06520, -0.05121], [0.63075, 0.15434, 0.80473], [-0.77642, 1.17803, -0.60690], [-2.57134, -0.78378, 0.67981], [-1.50396, -2.07092, 1.33369], [-2.56778, -2.37245, -0.03823], [0.00241, -2.00579, -0.40149], [-1.08593, -1.12271, -1.55799], [-0.30930, 1.35955, -1.44779], [0.55032, 1.00890, -3.05976], [1.46913, 1.15105, -3.31146], [0.02719, 1.26880, -3.82647], [2.21831, 0.17285, 3.25535], [1.90111, 0.12984, 2.34192], [2.46528, 1.08918, 3.40809]],
  "atomic_forces_ev_per_a": [[0.199, -0.777, -0.471], [0.253, 0.461, 0.492], [-0.406, -0.154, -0.300], [0.367, 0.093, 0.262], [0.299, -0.034, -0.016], [-0.076, 0.358, 0.150], [-0.235, 0.302, 0.000], [0.051, -0.005, 0.073], [-0.123, 0.072, -0.355], [-0.090, -0.266, 0.088], [-0.182, -0.079, 0.053], [-0.035, 0.045, -0.128], [-0.032, 0.020, 0.065], [0.051, -0.028, 0.031], [0.123, -0.094, -0.004], [-0.101, 0.124, 0.168], [-0.062, -0.036, -0.107]],
  "orbital_gap_ev": 10.461,
  "total_energy_ev": -11463.39872,
  "relative_energy_ev": 0.3515
}



{
  "formula": "C24H34N2O4PS",
  "method": "ωB97M-V/def2-TZVPD",
  "symbols": ["C", "C", "C", "C", "C", "C", "C", "C", "C", "O", "C", "P", "C", "C", "C", "S", "O", "O", "O", "C", "H", "H", "H", "H", "H", "H", "H", "H", "H", "H", "H", "H", "H", "H", "H", "H", "H", "H", "H", "H", "H", "H", "H", "H", "N", "C", "C", "C", "C", "C", "H", "H", "H", "H", "H", "N", "C", "C", "C", "C", "C", "H", "H", "H", "H", "H"],
  "coordinates": [[-1.69667, 1.72609, 1.39326], [-1.38076, 0.59721, 0.44570], [-1.03042, -0.63100, 0.97178], [-0.77526, -1.70679, 0.15904], [-0.83798, -1.63745, -1.22422], [-0.59185, -2.89804, -2.05703], [0.43675, -2.75798, -3.21083], [-0.18161, -4.12363, -1.22383], [-1.17307, -0.38691, -1.73581], [-1.29504, -0.14663, -3.11290], [-0.09306, 0.29409, -3.69065], [1.19546, 0.81271, -2.46843], [2.81510, 0.78310, -3.36563], [3.66086, -0.42837, -2.83293], [4.99557, 0.01760, -2.16505], [5.34908, -0.68134, -0.53487], [5.25008, 0.36600, 0.43334], [6.63084, -1.28689, -0.54935], [4.30049, -1.83153, -0.15216], [-1.44167, 0.69008, -0.92499], [-1.04366, 1.71404, 2.26722], [-1.70594, 2.68693, 0.87014], [-2.72206, 1.57100, 1.74657], [-0.98470, -0.75867, 2.04795], [-0.54288, -2.63040, 0.67610], [-1.55212, -3.16344, -2.52130], [-0.02825, -2.75127, -4.20219], [1.07096, -3.65228, -3.20958], [1.12037, -1.91191, -3.11691], [0.81687, -3.97887, -0.78672], [-0.12214, -5.02541, -1.83784], [-0.89275, -4.30667, -0.41446], [0.34632, -0.43443, -4.38016], [-0.31666, 1.18321, -4.30435], [0.99274, 2.14985, -2.09575], [1.35916, -0.03568, -1.36823], [2.59229, 0.54966, -4.41192], [3.33896, 1.73492, -3.28209], [3.09282, -1.05247, -2.13851], [3.92468, -1.08159, -3.66709], [5.05712, 1.10126, -2.05358], [5.81934, -0.29785, -2.80868], [3.38679, -1.50953, -0.15829], [-1.72443, 1.63248, -1.39557], [-4.68135, 2.73330, 1.76850], [-5.00160, 2.86524, 0.48158], [-6.25191, 3.25869, 0.03346], [-7.23054, 3.52799, 0.97636], [-6.92014, 3.39538, 2.31958], [-5.63672, 2.99851, 2.66076], [-4.20484, 2.64052, -0.22201], [-6.45352, 3.35107, -1.02500], [-8.22121, 3.83702, 0.66837], [-7.65556, 3.59546, 3.08638], [-5.34814, 2.88497, 3.69988], [0.83349, -0.24472, 3.64670], [1.43930, -1.39891, 3.93114], [2.46560, -1.52475, 4.85286], [2.89275, -0.38694, 5.51742], [2.27894, 0.82257, 5.23661], [1.25881, 0.83875, 4.29920], [1.07476, -2.26397, 3.38538], [2.91780, -2.48802, 5.04440], [3.69272, -0.44220, 6.24441], [2.58337, 1.73329, 5.73339], [0.74830, 1.76353, 4.05141]],
  "atomic_forces_ev_per_a": [[-0.501, -0.301, -0.582], [0.343, 0.368, 1.055], [-0.156, -0.011, 0.556], [0.178, -0.388, 0.448], [0.285, -0.679, -0.434], [-0.136, -0.286, -0.478], [0.036, -0.567, -0.049], [0.016, 0.289, 0.368], [-0.430, -0.610, -0.420], [0.647, -0.355, 0.008], [-0.535, 0.471, -0.306], [0.717, 0.481, -0.884], [-0.412, -1.330, 0.322], [0.637, 0.526, 0.078], [-0.664, -0.638, -0.586], [1.818, 0.984, 1.894], [-1.398, 0.471, -0.331], [-0.078, -1.055, -0.969], [-0.018, 0.125, -1.051], [-0.149, 1.078, -0.344], [0.071, 0.111, -0.212], [0.189, -0.019, 0.272], [0.159, 0.199, 0.092], [0.108, 0.108, -0.103], [0.052, -0.018, -0.323], [0.114, 0.188, 0.044], [0.002, 0.326, 0.182], [-0.014, 0.205, -0.026], [-0.064, -0.016, 0.085], [-0.197, -0.002, 0.022], [-0.141, 0.207, -0.066], [0.120, -0.144, -0.122], [0.071, -0.078, 0.290], [0.220, -0.018, 0.212], [-0.185, -0.322, 0.290], [-0.190, 0.294, 0.048], [-0.057, 0.507, 0.058], [-0.152, -0.064, -0.032], [-0.051, 0.072, -0.192], [-0.206, 0.071, 0.088], [0.001, -0.176, 0.316], [0.053, 0.005, 0.321], [0.095, 0.072, 0.392], [-0.042, -0.151, 0.023], [-0.361, 0.089, -0.045], [0.115, -0.033, 0.102], [0.010, -0.001, 0.000], [-0.082, 0.026, -0.013], [0.022, 0.002, -0.052], [0.155, -0.044, 0.055], [-0.045, 0.008, -0.057], [0.016, -0.008, 0.003], [0.011, -0.004, 0.002], [0.023, -0.005, 0.014], [-0.064, 0.012, 0.012], [0.178, 0.030, 0.140], [-0.117, 0.052, -0.116], [0.001, 0.012, -0.010], [0.063, 0.005, 0.060], [-0.001, -0.038, -0.011], [-0.118, -0.021, -0.113], [0.038, -0.049, 0.054], [-0.016, -0.003, -0.016], [-0.008, -0.001, -0.009], [-0.021, 0.006, -0.014], [0.045, 0.036, 0.060]],
  "total_charge": 1,
  "orbital_gap_ev": 8.434,
  "total_energy_ev": -56724.81500
}